The following is a quantum chemistry calculation of C50H42N8O2Re as an isolated structure, from the Open Molecules 2025 dataset.

* HOMO energy (alpha / beta): -12.0 / -12.0 eV
* spin multiplicity: 2
* energy above the lowest of the compared OMol25 structures with the same formula, charge and spin: 1.075 eV
* charge: +2
* LUMO level (alpha / beta): -6.27 / -6.65 eV
* Kohn-Sham gap (alpha / beta): 5.77 / 5.39 eV

XYZ file:
```
103
Properties=species:S:1:pos:R:3:forces:R:3:lowdin_spin:R:1
Re 0.306 0.332 0.194 -1.0 -3.5 -2.2 0.857
C -5.136 0.772 5.693 0.0 0.0 0.0 -0.001
C -5.056 -0.351 4.883 0.0 0.0 0.0 0.000
C -4.024 -0.479 3.966 0.1 0.0 -0.1 -0.002
C -3.078 0.533 3.832 -0.2 0.1 0.1 -0.004
C -3.164 1.662 4.646 0.1 -0.1 0.0 -0.002
C -4.179 1.771 5.583 -0.1 0.0 0.0 0.000
C -2.023 0.476 2.787 0.2 0.0 -0.3 -0.032
C -0.944 -0.382 2.955 -0.2 0.1 0.2 0.018
C -0.719 -1.228 4.086 0.0 0.0 0.0 0.022
C 0.433 -1.908 3.852 -0.1 0.0 0.0 0.020
C 0.936 -1.458 2.591 -0.1 -0.1 0.0 0.020
N 0.070 -0.546 2.046 0.5 0.5 0.1 0.007
C 2.168 -1.837 2.056 0.1 0.2 -0.3 -0.033
C 2.824 -1.158 1.031 -0.1 -0.2 0.4 0.023
C 4.170 -1.426 0.640 0.0 0.1 -0.2 -0.006
C 4.511 -0.498 -0.291 -0.1 -0.2 0.2 0.018
C 3.365 0.336 -0.500 0.0 0.0 -0.3 -0.004
C 3.296 1.384 -1.420 -0.3 -0.1 0.1 0.006
C 4.557 1.845 -2.041 0.3 0.1 -0.2 0.000
C 5.665 2.142 -1.243 -0.2 0.1 0.0 0.001
C 6.830 2.630 -1.810 0.1 0.0 0.0 0.000
C 6.913 2.835 -3.179 -0.1 0.0 0.0 0.001
C 5.825 2.524 -3.983 0.0 0.0 -0.1 0.000
C 4.663 2.027 -3.423 0.0 -0.2 0.2 0.000
C 2.103 2.044 -1.737 0.3 0.0 0.1 0.014
N 0.835 1.758 -1.247 -0.1 -0.3 0.7 0.003
C 0.001 2.738 -1.755 -0.4 0.2 0.1 0.005
C -1.314 3.002 -1.353 0.4 -0.2 0.1 0.016
C -2.036 4.084 -2.057 -0.2 0.2 -0.2 0.002
C -2.113 4.087 -3.453 -0.2 -0.1 0.2 0.001
C -2.731 5.129 -4.122 0.0 0.0 0.0 0.000
C -3.283 6.183 -3.408 0.0 0.0 0.0 0.002
C -3.223 6.187 -2.022 0.0 0.0 0.0 0.000
C -2.601 5.149 -1.350 0.2 0.0 -0.1 0.002
C -1.905 2.412 -0.229 0.0 -0.1 -0.2 -0.008
C -3.216 2.698 0.246 -0.1 -0.2 0.1 0.014
C -3.377 2.043 1.428 0.0 0.0 -0.2 -0.007
C -2.182 1.313 1.677 -0.1 0.1 0.4 0.014
N -1.295 1.513 0.629 1.0 1.5 0.9 -0.011
C 0.744 3.607 -2.607 0.2 0.0 0.0 0.020
C 2.037 3.199 -2.574 -0.3 0.1 0.0 0.013
N 2.340 -0.088 0.305 -0.8 1.1 0.4 -0.015
C 2.876 -2.996 2.666 0.1 0.0 0.1 -0.004
C 3.777 -2.804 3.710 -0.1 0.0 0.0 -0.002
C 4.462 -3.886 4.240 0.0 0.0 0.0 0.000
C 4.258 -5.158 3.724 0.0 0.0 0.0 0.000
C 3.355 -5.351 2.689 0.0 0.0 0.0 0.000
C 2.659 -4.274 2.159 0.0 0.1 0.0 -0.001
H -5.942 0.867 6.407 0.0 0.0 0.0 0.000
H -5.804 -1.128 4.962 0.0 0.0 0.0 0.000
H -3.969 -1.359 3.334 0.0 0.0 0.0 0.000
H -2.418 2.442 4.559 0.0 0.0 0.0 0.000
H -4.232 2.645 6.219 0.0 0.0 0.0 0.000
H -1.353 -1.257 4.956 0.0 -0.1 0.0 0.001
H 0.945 -2.608 4.490 -0.1 -0.1 0.0 0.001
H 4.773 -2.221 1.044 0.0 0.0 0.0 -0.001
H 5.451 -0.402 -0.803 0.0 0.0 0.0 0.001
H 5.599 2.029 -0.168 0.0 0.0 0.0 0.000
H 7.675 2.864 -1.177 0.0 0.0 0.0 0.000
H 7.815 3.234 -3.621 0.0 0.0 0.0 0.000
H 5.877 2.673 -5.053 0.0 0.0 0.0 0.000
H 3.835 1.743 -4.060 0.0 0.1 0.0 0.000
H -1.703 3.252 -4.007 0.0 0.0 0.0 0.000
H -2.770 5.122 -5.203 0.0 0.0 0.0 0.000
H -3.753 7.003 -3.933 0.0 0.0 0.0 0.000
H -3.649 7.009 -1.463 0.0 0.0 0.0 0.000
H -2.505 5.187 -0.273 0.0 0.0 0.0 0.000
H -3.941 3.301 -0.271 0.0 0.1 0.0 0.001
H -4.240 2.023 2.071 -0.1 0.0 0.0 -0.001
H 0.353 4.474 -3.108 0.0 0.1 0.0 0.001
H 2.876 3.693 -3.027 0.1 0.0 0.0 0.001
H 3.935 -1.807 4.105 0.0 0.0 0.0 0.000
H 5.159 -3.734 5.052 0.0 0.0 0.0 0.000
H 4.798 -5.998 4.135 0.0 0.0 0.0 0.000
H 3.188 -6.341 2.287 0.0 0.0 0.0 0.000
H 1.953 -4.415 1.351 0.0 0.0 0.0 0.000
N -1.743 -0.712 -0.361 0.5 0.2 0.2 -0.004
C -1.686 -2.070 0.199 -0.3 -0.8 0.0 0.001
C -2.859 -3.029 -0.103 0.0 0.2 -0.3 -0.001
C -3.411 -3.217 -1.539 0.5 0.1 0.1 0.000
C -2.711 -4.227 -2.470 -0.3 0.3 0.2 0.000
N -1.354 -3.889 -2.897 0.2 0.1 0.6 0.000
C -1.027 -2.889 -3.693 -0.1 0.0 -0.2 0.000
N -1.972 -2.195 -4.353 0.0 -0.1 0.0 0.000
N 0.255 -2.557 -3.864 0.1 0.1 0.2 0.000
C -0.311 -2.616 -0.160 -0.8 -1.0 0.0 0.004
O -0.048 -3.811 -0.149 -0.2 0.5 -0.2 0.005
O 0.501 -1.698 -0.518 1.3 1.9 -0.1 0.024
H -2.449 -0.145 0.098 -0.2 -0.3 -0.1 0.001
H -1.956 -0.723 -1.353 0.1 0.0 -0.1 0.002
H -1.657 -1.959 1.288 -0.2 0.0 -0.2 0.000
H -3.699 -2.672 0.495 0.0 -0.1 0.1 0.000
H -2.558 -3.999 0.297 0.0 0.0 0.1 0.000
H -3.499 -2.252 -2.047 -0.1 0.0 0.0 0.000
H -4.424 -3.603 -1.417 0.0 0.1 -0.1 0.000
H -3.322 -4.377 -3.364 0.0 -0.1 0.1 0.000
H -2.636 -5.181 -1.953 0.0 -0.1 -0.2 0.000
H -0.618 -4.294 -2.324 0.0 0.1 -0.1 0.000
H -2.900 -2.576 -4.432 0.0 0.0 0.0 0.000
H -1.692 -1.575 -5.095 0.0 0.0 0.0 0.000
H 0.943 -2.860 -3.190 0.0 0.0 0.0 0.000
H 0.498 -1.748 -4.410 0.0 0.0 0.0 0.000
```
Forces are in eV/Å.

The following is a quantum chemistry calculation of C50H43CoIN7OP as an isolated structure, from the Open Molecules 2025 dataset.

* HOMO energy (alpha / beta): -12.8 / -12.8 eV
* spin multiplicity: 4
* charge: +2
* LUMO level (alpha / beta): -4.78 / -5.14 eV
* Kohn-Sham gap (alpha / beta): 8.01 / 7.65 eV

XYZ file:
```
104
Properties=species:S:1:pos:R:3:forces:R:3:lowdin_spin:R:1
Co 0.271 -0.482 0.417 1.0 -0.4 0.8 2.726
C -0.303 4.455 -1.364 -0.7 0.7 -1.2 0.001
N 0.111 3.540 -0.341 0.1 -1.5 -0.3 0.004
C 0.281 2.198 -0.580 -0.5 1.7 0.2 0.005
N 0.476 1.568 0.550 0.1 -0.2 0.5 0.043
C 0.418 2.507 1.536 0.8 -0.8 1.9 0.007
C 0.226 3.744 1.014 0.2 0.7 -0.4 0.001
C 0.174 5.097 1.602 0.3 0.4 0.0 0.000
C -1.074 5.727 1.561 -0.2 -1.9 0.4 0.000
C -1.186 7.021 2.027 -0.9 0.2 -0.1 0.000
C -0.107 7.651 2.581 0.4 -1.0 -0.3 0.000
C 1.115 7.008 2.678 -0.4 0.5 -0.9 0.000
C 1.311 5.778 2.120 -0.3 -2.5 0.5 0.000
C 0.597 2.066 2.959 -0.6 0.7 -0.9 0.001
C -0.436 2.308 3.895 0.0 0.7 -1.7 0.000
C -0.378 1.654 5.082 -1.0 1.1 1.5 0.000
C 0.703 0.876 5.396 0.4 -1.4 2.0 0.000
C 1.725 0.666 4.515 1.7 0.7 -0.6 0.000
C 1.719 1.323 3.292 -0.7 -0.6 -0.4 0.000
P -0.098 1.423 -2.134 0.0 -0.3 -1.0 0.005
C -1.408 0.302 -1.536 -3.5 -1.0 -0.2 0.007
N -1.528 -0.322 -0.357 0.1 -0.2 -0.8 0.042
C -2.733 -0.965 -0.281 -0.4 0.0 -0.2 0.007
C -3.483 -0.708 -1.409 1.6 0.9 -1.0 0.001
N -2.648 0.073 -2.208 1.2 1.0 1.3 0.005
C -3.104 0.949 -3.273 0.6 0.7 -0.6 0.001
C -4.789 -1.178 -1.869 -1.7 -0.6 2.4 0.000
C -5.044 -1.554 -3.161 0.4 -0.3 -0.6 0.000
C -6.235 -2.192 -3.505 0.4 0.3 1.4 0.000
C -7.174 -2.500 -2.518 -1.1 -0.6 -1.7 0.000
C -6.954 -2.160 -1.196 -0.4 1.0 0.9 0.000
C -5.810 -1.441 -0.871 1.2 -0.1 -1.9 0.000
C -3.163 -1.747 0.884 -0.3 0.2 0.7 0.001
C -3.307 -3.124 0.859 0.3 0.1 0.8 0.000
C -3.643 -3.825 2.001 -0.2 1.1 -0.3 0.000
C -4.011 -3.135 3.117 0.1 0.1 2.3 0.000
C -3.973 -1.753 3.180 0.1 1.1 -0.7 0.000
C -3.526 -1.056 2.046 0.0 -0.9 0.4 0.000
C 1.365 0.331 -2.148 -1.7 -0.3 0.3 0.003
N 1.593 -0.548 -1.196 0.8 -0.2 0.5 0.037
C 2.819 -1.123 -1.480 -0.2 0.2 -0.9 0.005
C 3.285 -0.571 -2.676 0.9 -1.9 1.1 0.001
N 2.304 0.264 -3.085 0.9 1.5 -1.0 0.001
C 2.432 1.212 -4.175 -2.1 0.9 -1.3 0.001
C 4.497 -0.899 -3.498 -2.3 0.3 0.2 0.000
C 4.231 -1.248 -4.806 -0.6 0.0 -1.3 0.000
C 5.276 -1.553 -5.682 -0.6 -0.9 0.5 0.000
C 6.584 -1.548 -5.217 -0.4 0.1 -0.7 0.000
C 6.796 -1.226 -3.904 1.5 -0.2 0.9 0.000
C 5.771 -0.936 -3.024 0.7 0.3 0.6 0.000
C 3.323 -2.217 -0.658 1.1 -1.9 -0.3 0.001
C 3.751 -3.498 -1.137 0.3 0.0 -1.7 0.000
C 4.019 -4.540 -0.287 0.1 -0.6 0.6 0.000
C 3.930 -4.368 1.086 0.4 -1.5 0.4 0.000
C 3.658 -3.159 1.608 -0.9 1.3 -0.4 0.000
C 3.333 -2.126 0.701 -1.1 2.3 3.0 0.002
H -0.120 5.477 -1.046 0.0 0.0 0.0 0.000
H -1.394 4.344 -1.604 0.9 0.1 0.4 0.000
H 0.259 4.275 -2.299 -0.2 0.1 0.6 0.000
H -1.922 4.998 1.394 0.6 1.5 -0.3 0.000
H -2.102 7.587 1.989 -0.4 -0.3 0.0 0.000
H -0.265 8.608 2.959 0.1 1.5 0.6 0.000
H 1.950 7.530 3.028 1.1 0.7 0.9 0.000
H 2.252 5.204 2.339 -0.9 0.8 -0.8 0.000
H -1.261 3.025 3.681 0.7 -0.8 0.0 0.000
H -1.113 1.908 5.861 0.3 -0.4 -0.4 0.000
H 0.755 0.433 6.412 0.0 0.3 -0.7 0.000
H 2.662 0.152 4.731 -0.5 -0.3 0.5 0.000
H 2.518 1.116 2.569 -0.3 0.3 0.2 0.000
H -2.192 1.229 -3.808 -0.4 0.2 -0.1 0.000
H -3.656 1.877 -2.974 0.5 -1.0 0.2 0.000
H -3.711 0.385 -3.945 -0.4 0.0 -0.4 0.000
H -4.238 -1.394 -3.876 -0.5 -0.3 -0.2 0.000
H -6.362 -2.479 -4.511 -0.4 -0.3 -1.0 0.000
H -8.141 -2.974 -2.882 1.4 0.5 0.8 0.000
H -7.741 -2.313 -0.426 0.7 0.0 -0.7 0.000
H -5.614 -1.046 0.092 -0.1 0.0 1.0 0.000
H -3.047 -3.699 0.030 0.4 -0.6 -1.6 0.000
H -3.598 -4.870 2.080 -0.1 -1.4 -0.4 0.000
H -4.198 -3.691 4.046 -0.3 0.2 -0.5 0.000
H -4.293 -1.179 4.062 0.2 -0.5 -0.4 0.000
H -3.450 0.008 2.031 0.0 0.6 0.2 0.000
H 1.668 2.021 -4.036 0.5 -0.8 -0.1 0.000
H 2.253 0.790 -5.193 0.1 0.0 1.0 0.000
H 3.354 1.729 -4.205 1.2 0.1 0.3 0.000
H 3.157 -1.277 -5.113 1.2 -0.2 0.0 0.000
H 5.058 -2.052 -6.609 -0.1 0.5 -0.6 0.000
H 7.406 -1.821 -5.877 -0.2 0.1 0.2 0.000
H 7.820 -1.283 -3.533 -0.3 0.2 0.0 0.000
H 5.957 -0.738 -1.979 0.2 0.1 0.1 0.000
H 3.941 -3.777 -2.199 -0.6 0.9 0.6 0.000
H 4.306 -5.553 -0.579 -0.1 0.6 -0.6 0.000
H 4.083 -5.213 1.755 0.1 0.1 -0.2 0.000
H 3.559 -3.046 2.682 0.1 0.3 -0.1 0.000
H 2.928 -1.177 1.216 0.9 -1.2 -1.0 0.001
N 0.216 -2.199 4.254 -0.1 -0.2 -1.9 0.006
C 0.228 -2.265 2.901 0.3 0.7 1.2 0.007
O 0.501 -1.226 2.269 -0.4 -0.3 0.0 0.036
C -0.097 -3.595 2.272 -0.7 0.9 0.6 0.002
I 0.161 -3.507 0.220 0.1 -0.4 -0.8 0.036
H 0.236 -1.287 4.665 0.2 0.5 0.2 0.000
H -0.022 -2.978 4.819 -0.2 -0.6 0.3 0.000
H -1.171 -3.738 2.472 0.4 -0.3 -0.1 0.000
H 0.504 -4.359 2.729 0.2 -0.5 0.0 0.001
```
Forces are in eV/Å.